The following is a DFT calculation (ωB97M-V/def2-TZVPD) of a molecular structure, C23H31N2O6PS2W in a non-equilibrium geometry.

Each line ends with the Löwdin spin population.
Element x y z (Å)
W -0.564 0.187 1.134  1.393
C 0.867 0.434 -5.615  0.000
C 1.492 1.079 -4.370  0.000
C 2.517 2.138 -4.797  0.000
C 2.221 -0.009 -3.580  0.000
C 0.392 1.744 -3.545  0.002
C -0.382 2.770 -4.120  -0.002
C -1.404 3.394 -3.438  0.002
C -1.665 2.983 -2.136  0.000
S -2.886 3.533 -1.026  0.018
C -2.326 2.411 0.143  0.038
N -1.307 1.688 -0.244  0.010
C -0.907 1.979 -1.544  0.002
C 0.122 1.356 -2.248  -0.001
C -2.852 2.171 1.469  0.012
C -3.942 2.839 2.019  0.001
C -4.378 2.489 3.282  0.009
C -3.731 1.474 3.981  0.000
C -2.646 0.815 3.421  0.013
C -2.180 1.154 2.157  0.009
H 1.642 -0.049 -6.213  0.000
H 0.368 1.172 -6.245  0.000
H 0.132 -0.320 -5.329  0.000
H 3.309 1.674 -5.387  0.000
H 2.972 2.609 -3.923  0.000
H 2.062 2.921 -5.404  0.000
H 2.995 -0.453 -4.207  0.000
H 1.542 -0.806 -3.271  0.000
H 2.706 0.398 -2.689  0.000
H -0.180 3.082 -5.137  0.000
H -1.990 4.173 -3.907  0.000
H 0.675 0.566 -1.767  0.000
H -4.448 3.617 1.458  0.000
H -5.226 2.996 3.724  0.001
H -4.079 1.195 4.967  0.000
H -2.167 0.021 3.981  0.001
C 0.475 -3.084 4.808  0.002
C -0.065 -1.990 3.887  0.008
P 0.752 -1.795 2.256  -0.002
C 0.627 -3.466 1.522  -0.003
C 1.075 -3.626 0.067  0.000
C 2.503 -1.504 2.715  -0.002
C 3.474 -1.202 1.574  0.002
H -0.111 -3.117 5.727  0.000
H 1.512 -2.904 5.089  0.000
H 0.411 -4.068 4.345  0.000
H 0.004 -1.014 4.375  0.001
H -1.119 -2.164 3.660  0.001
H -0.431 -3.729 1.600  0.000
H 1.180 -4.144 2.176  -0.001
H 0.460 -3.023 -0.598  0.000
H 0.966 -4.669 -0.230  0.000
H 2.115 -3.353 -0.078  0.000
H 2.842 -2.371 3.287  -0.001
H 2.475 -0.657 3.406  0.001
H 3.564 -2.034 0.885  0.000
H 4.468 -1.007 1.978  0.000
H 3.160 -0.323 1.010  0.001
O -1.899 -1.474 1.405  0.033
S -2.053 -1.692 -0.116  0.015
O -3.096 -0.848 -0.631  0.009
O -0.680 -1.030 -0.494  0.032
O -2.065 -3.073 -0.473  0.004
O 0.527 1.073 2.746  0.166
N 0.882 1.812 1.747  0.128
O 1.295 1.056 0.765  0.098

Calculated values
**HOMO-LUMO gap (spin up / spin down)**: 7.39 / 7.24 eV
**2S+1**: 3
**F_max**: 1.4 eV Å⁻¹